Molecular formula: HNO2S
Method: DFT, ωB97M-V with the def2-TZVPD basis set

Last column: natural (NBO) charge in e.
Geometry (Å):
N (1.24458, -0.01768, 0.58840)  -0.051
O (1.98331, 0.17907, -0.27159)  -0.232
O (-1.79779, 0.32452, -0.39299)  -0.863
S (-0.10687, -0.22255, 1.14449)  0.718
H (-1.32322, -0.26337, -1.06830)  0.428

**Net charge**: 0
**HOMO (spin up / spin down)**: -9.15 / -10.10 eV
**Energy above the lowest of the compared OMol25 structures with the same formula, charge and spin**: 73.7 kcal per mole
**Frontier orbital gap (spin up / spin down)**: 7.9 / 9.0 eV
**Calculated total energy**: -603.84303 Eh